No. 1
76
Properties=species:S:1:pos:R:3 method="wB97M-V/def2-TZVPD" orbital_gap_ev=9.94 lumo_ev=0.52 fmax_ha_per_bohr=0.0510 spin_multiplicity=1 e_homo_ev=-9.418 molar_mass_g_mol=420.592
N -1.5113 4.3553 1.5022
C -0.9370 3.9189 2.6341
N -0.1038 4.7784 3.2695
O -1.2677 2.8388 3.1453
H -2.3137 3.8045 1.2435
H -1.3957 5.2901 1.1627
H 0.1740 4.5022 4.1944
H 0.2525 5.6242 2.8708
N -3.1478 -0.5722 -3.0731
C -3.9154 0.3828 -3.6974
N -5.2426 0.1103 -3.6298
O -3.4039 1.2555 -4.3924
H -3.5519 -1.1870 -2.3945
H -2.1484 -0.5488 -3.1922
H -5.8407 0.7320 -4.1471
H -5.5806 -0.7785 -3.3266
C 3.8891 1.8856 1.7164
C 4.9207 1.6951 2.7982
C 4.2015 1.4030 4.1284
O 5.8718 0.7438 2.3477
H 3.5097 0.9144 1.3854
H 4.3628 2.2974 0.8202
H 3.0511 2.5090 2.0203
H 5.4790 2.6346 2.9133
H 5.0302 1.2461 4.8314
H 3.5943 0.5032 4.0717
H 3.7079 2.2947 4.5066
H 6.6427 0.8495 2.9145
C 3.2481 1.7691 -3.1937
C 2.8995 1.3049 -4.5915
C 3.4702 -0.0847 -4.8287
O 1.5045 1.1896 -4.9066
H 3.2247 0.9634 -2.4556
H 2.5387 2.5225 -2.8438
H 4.2432 2.2067 -3.1439
H 3.3641 2.0115 -5.2869
H 3.3601 -0.5830 -5.7936
H 3.2825 -0.8052 -4.0289
H 4.5726 -0.0536 -4.7794
H 1.4118 0.8508 -5.7980
C -1.0895 0.6275 -0.1033
C 0.2564 0.2913 -0.7437
C 0.9835 -0.6893 0.1672
O -0.0187 -0.4839 -1.9047
H -1.1382 1.0550 0.9032
H -1.5999 -0.3198 0.1059
H -1.7139 1.2710 -0.7234
H 0.8410 1.2048 -0.8864
H 0.4335 -1.6249 0.2738
H 0.9469 -0.2887 1.1899
H 2.0204 -0.9022 -0.0963
H 0.7712 -0.6343 -2.4330
C -1.1750 -0.5097 3.7629
C -2.5774 -0.1244 4.1249
C -3.5774 -1.2754 3.8425
O -2.6211 0.1314 5.5466
H -0.3605 0.1802 3.9852
H -1.1042 -0.6559 2.6797
H -0.8357 -1.4322 4.2432
H -2.9903 0.8002 3.7318
H -3.4168 -1.6232 2.8155
H -4.6441 -1.1659 4.0161
H -3.2388 -2.1494 4.4117
H -2.5045 -0.6745 6.0573
C -1.7997 -5.8248 -2.2936
C -1.9902 -4.7340 -1.2309
C -1.5645 -3.3491 -1.7510
O -3.3612 -4.8195 -0.8383
H -2.1199 -5.3416 -3.2277
H -2.3958 -6.7291 -2.2468
H -0.7320 -5.9551 -2.4924
H -1.3376 -4.9668 -0.3836
H -2.2143 -2.9688 -2.5376
H -0.5277 -3.2498 -2.0681
H -1.6316 -2.6510 -0.9126
H -3.4190 -5.1929 0.0427



No. 2
76
Properties=species:S:1:pos:R:3 method="wB97M-V/def2-TZVPD" orbital_gap_ev=9.61 lumo_ev=0.35 fmax_ha_per_bohr=0.1382 spin_multiplicity=1 e_homo_ev=-9.260 molar_mass_g_mol=416.608
C -1.3897 -2.1945 -5.8476
O -1.7988 -3.1484 -6.8778
C -2.9527 -2.7018 -7.6396
C -4.3392 -3.1737 -7.1368
C -4.4104 -4.5953 -6.5879
N -5.4582 -2.8701 -8.0147
H -0.3908 -2.3879 -5.4567
H -2.0440 -2.1926 -4.9758
H -1.4339 -1.1187 -6.0174
H -2.9203 -1.6312 -7.8419
H -2.7390 -3.1373 -8.6157
H -4.5897 -2.4672 -6.3454
H -3.6709 -4.7040 -5.7946
H -4.2641 -5.3899 -7.3195
H -5.3536 -4.6401 -6.0435
H -5.2408 -3.5048 -8.7697
H -6.2997 -3.2981 -7.6560
C -1.4570 -5.8973 -0.8594
O -1.9854 -5.4160 0.3000
C -2.1539 -3.9502 0.3432
C -3.2734 -3.3941 1.2496
C -4.6084 -4.0675 0.8494
N -3.4088 -1.9491 0.9581
H -1.4810 -6.9602 -0.6190
H -0.4136 -5.5822 -0.8459
H -1.9356 -5.6491 -1.8067
H -1.2504 -3.3429 0.3972
H -2.5511 -3.6328 -0.6210
H -2.9987 -3.7666 2.2365
H -4.5001 -5.1492 0.7703
H -4.8293 -3.8009 -0.1842
H -5.4020 -3.8497 1.5642
H -3.4507 -1.8629 -0.0473
H -4.3600 -1.6551 1.1281
C 4.6319 -0.8680 3.7771
O 4.0998 -0.7486 5.0988
C 2.8763 -1.3189 5.2897
C 2.3695 -1.1509 6.7652
C 1.4185 -2.3328 7.1072
N 1.7066 0.0793 7.0237
H 4.5959 -1.9400 3.5832
H 5.6151 -0.4005 3.8308
H 4.0700 -0.1858 3.1391
H 2.1438 -0.8643 4.6226
H 2.9958 -2.3939 5.1554
H 3.1735 -1.2870 7.4884
H 1.0348 -2.1984 8.1185
H 1.8681 -3.3226 7.0281
H 0.6041 -2.4223 6.3883
H 2.3408 0.8312 6.7945
H 1.5277 0.1267 8.0166
C 1.4252 6.2823 2.7800
O 2.4335 6.4675 1.7456
C 2.8914 7.7814 1.2267
C 3.7057 7.5579 -0.0282
C 4.3755 8.8629 -0.5942
N 2.8800 7.0182 -1.0958
H 1.7173 6.7030 3.7421
H 1.3163 5.2256 3.0245
H 0.4804 6.7855 2.5744
H 1.9424 8.2466 0.9604
H 3.4904 8.3318 1.9523
H 4.4685 6.8006 0.1528
H 4.6767 8.8368 -1.6414
H 5.1088 9.3360 0.0590
H 3.5846 9.6098 -0.5258
H 2.4099 6.2525 -0.6347
H 3.5862 6.5682 -1.6605
N 0.6215 1.9215 0.7551
C 1.2560 1.9001 -0.3686
N 2.4646 2.4930 -0.2233
O 1.0206 1.1699 -1.2288
H 0.9182 2.5279 1.5063
H -0.1531 1.2774 0.8273
H 3.1335 2.4075 -0.9752
H 2.5287 3.1143 0.5704



No. 3
73
Properties=species:S:1:pos:R:3 method="wB97M-V/def2-TZVPD" orbital_gap_ev=10.67 lumo_ev=-2.07 fmax_ha_per_bohr=0.0199 spin_multiplicity=1 e_homo_ev=-12.735 charge=+1 molar_mass_g_mol=365.572
O 0.0652 -0.0131 -0.3040
H -0.5016 -0.3308 0.4930
H -0.5071 0.5607 -0.8988
H 0.4454 -0.8161 -0.7659
C 0.6881 5.3593 -0.4469
C -0.0974 4.0845 -0.2118
O 0.7670 2.9699 0.0698
H 1.2484 5.3093 -1.3830
H 1.3811 5.5376 0.3745
H 0.0380 6.2360 -0.5044
H -0.7095 3.8499 -1.0880
H -0.7452 4.2111 0.6531
H 1.2589 2.7746 -0.7337
C -2.6256 -2.8219 1.8877
C -2.5992 -1.4310 1.2591
C -3.7300 -0.5619 1.7975
O -1.3388 -0.8046 1.5968
H -3.5574 -3.3478 1.6788
H -2.4300 -2.7452 2.9549
H -1.8498 -3.4324 1.4155
H -2.6479 -1.4968 0.1722
H -3.6806 -0.5516 2.8875
H -4.6978 -0.9514 1.4858
H -3.6061 0.4627 1.4429
H -1.2967 -0.6553 2.5610
C -3.4927 2.3764 -2.7368
C -2.9146 1.1862 -1.9957
C -3.2957 -0.1390 -2.6187
O -1.4579 1.3045 -1.9777
H -3.0881 3.3122 -2.3481
H -4.5783 2.4151 -2.6755
H -3.2124 2.3347 -3.7965
H -3.2080 1.2331 -0.9459
H -3.0511 -0.1233 -3.6824
H -4.3539 -0.3547 -2.4789
H -2.7310 -0.9460 -2.1463
H -1.1828 1.5872 -2.8577
C 3.9942 0.3110 0.1863
C 3.5673 -1.1136 -0.1310
C 4.6894 -2.0790 0.2106
O 2.3671 -1.4230 0.5833
H 4.4106 0.3914 1.1914
H 3.1548 1.0087 0.1124
H 4.7387 0.6734 -0.5269
H 3.3601 -1.1625 -1.2054
H 5.5955 -1.8165 -0.3316
H 4.4411 -3.1178 -0.0279
H 4.8874 -2.0518 1.2864
H 2.5582 -2.0724 1.2660
C 1.3157 0.6904 3.3464
C 0.6952 -0.3721 4.2402
C 1.1978 -0.2323 5.6729
O -0.7447 -0.2571 4.2252
H 1.1191 0.5233 2.2866
H 2.3996 0.7074 3.4788
H 0.9360 1.6800 3.6131
H 0.9394 -1.3726 3.8841
H 1.1156 0.8037 6.0102
H 2.2367 -0.5558 5.7426
H 0.6056 -0.8483 6.3496
H -0.9568 0.6341 4.5272
C 1.6713 -1.1478 -3.7244
C 0.3593 -1.7437 -3.2379
C -0.0568 -2.9642 -4.0235
O 0.4751 -2.0936 -1.8267
H 1.9307 -0.2401 -3.1768
H 1.6118 -0.8626 -4.7784
H 2.4785 -1.8785 -3.6391
H -0.4311 -0.9935 -3.2827
H -0.3771 -2.6885 -5.0298
H -0.8958 -3.4529 -3.5276
H 0.7534 -3.6888 -4.1301
H 1.1520 -2.7764 -1.7467



No. 4
88
Properties=species:S:1:pos:R:3 method="wB97M-V/def2-TZVPD" orbital_gap_ev=9.23 lumo_ev=0.55 fmax_ha_per_bohr=0.0326 spin_multiplicity=1 e_homo_ev=-8.678 molar_mass_g_mol=566.662
C -11.2606 -11.4208 12.0581
O -11.6697 -12.3612 12.9984
C -11.2441 -12.1022 14.3250
C -11.7720 -13.2224 15.2382
N -10.9674 -14.4416 15.1632
C -11.4411 -15.4722 16.0955
C -12.7966 -16.0437 15.7024
O -13.0277 -17.1356 16.5645
C -14.1647 -17.8949 16.2279
H -10.1725 -11.4878 11.9185
H -11.5276 -10.3735 12.2431
H -11.7093 -11.6434 11.0870
H -11.6773 -11.1590 14.6669
H -10.1530 -12.0784 14.4253
H -12.7855 -13.4786 14.9309
H -11.7035 -12.8235 16.2582
H -10.0071 -14.1823 15.3898
H -11.3747 -15.2157 17.1595
H -10.6990 -16.2767 16.0332
H -12.8823 -16.1974 14.6187
H -13.6100 -15.3095 15.8186
H -14.4012 -18.5401 17.0720
H -14.0445 -18.5125 15.3329
H -15.0190 -17.2293 16.0555
C -21.5310 -14.2674 15.7052
O -20.2601 -14.7386 15.3478
C -19.7790 -14.2387 14.1097
C -18.2546 -14.3391 14.1228
N -17.8611 -15.7239 13.8825
C -16.4318 -15.9672 13.7296
C -15.7848 -15.2940 12.5397
O -14.3853 -15.3328 12.7332
C -13.6800 -14.6964 11.6899
H -21.5812 -13.1720 15.7070
H -21.8234 -14.6212 16.6914
H -22.3181 -14.5924 15.0135
H -20.0228 -13.1680 14.0640
H -20.2555 -14.7238 13.2549
H -18.0124 -13.9862 15.1336
H -17.8706 -13.6754 13.3530
H -18.2300 -16.2911 14.6329
H -16.2292 -17.0349 13.7978
H -15.9272 -15.5128 14.6011
H -16.0958 -14.2471 12.4509
H -16.0338 -15.7835 11.5896
H -14.0188 -14.9976 10.6934
H -12.6379 -15.0042 11.7836
H -13.6623 -13.6031 11.7245
N -7.8169 -20.3094 14.2147
C -8.4860 -19.3638 13.4898
N -7.7169 -18.6479 12.6485
O -9.6977 -19.1988 13.6386
H -6.8189 -20.3225 14.1381
H -8.3413 -20.8364 14.8865
H -8.2535 -17.9402 12.1613
H -6.7958 -18.9194 12.3714
N -5.8656 -15.1313 10.2895
C -6.6463 -14.0318 10.1325
N -7.8617 -14.3053 9.6014
O -6.3397 -12.9202 10.5594
H -4.9868 -15.0165 10.7581
H -6.1515 -16.0389 9.9713
H -8.4824 -13.5991 9.2589
H -8.0663 -15.2757 9.4363
N -10.5344 -16.4421 13.0191
C -9.8021 -15.8896 12.0343
N -9.6031 -14.5525 12.1639
O -9.2391 -16.5234 11.1257
H -10.5734 -17.4494 13.1154
H -10.7593 -15.8722 13.8437
H -10.2465 -13.9993 12.7071
H -8.8865 -14.1043 11.6167
N -9.5685 -17.8533 6.3472
C -9.1451 -17.1652 7.4483
N -9.8509 -17.3890 8.5743
O -8.1503 -16.4341 7.4080
H -9.0785 -17.6448 5.4964
H -10.4962 -18.2319 6.3408
H -9.6163 -16.9021 9.4371
H -10.5724 -18.0811 8.5059
N -7.0731 -13.4356 14.2545
C -7.3107 -13.2732 15.5924
N -6.2040 -13.0411 16.3267
O -8.4204 -13.3584 16.1165
H -6.2051 -13.6533 13.8070
H -7.9404 -13.5811 13.7607
H -6.2211 -13.0122 17.3278
H -5.3770 -12.7504 15.8365



No. 5
81
Properties=species:S:1:pos:R:3 method="wB97M-V/def2-TZVPD" orbital_gap_ev=8.53 lumo_ev=-1.77 fmax_ha_per_bohr=0.3584 spin_multiplicity=1 e_homo_ev=-10.299 charge=+1 molar_mass_g_mol=572.989
C -1.0076 0.9295 0.4453
N -0.2076 2.2107 0.3279
C -0.9169 3.0351 -0.6340
C -0.0673 2.8714 1.6570
C 1.1729 1.9131 -0.1625
C 2.0917 1.0997 0.7540
O 3.2742 0.9362 0.0509
H -0.6234 0.2355 1.2105
H -0.7684 0.2555 -0.3844
H -2.0907 1.0522 0.5301
H -0.6334 4.0242 -0.4183
H -1.9343 2.9529 -0.5247
H -0.6805 2.9761 -1.5801
H 0.0254 2.2551 2.4573
H -0.8701 3.4784 1.6762
H 0.7899 3.7400 1.5127
H 1.7094 3.0112 -0.3206
H 1.4146 1.4442 -1.1541
H 1.7413 0.2080 1.1229
H 2.5335 1.7585 1.5833
H 3.8542 0.5721 0.9037
C 2.9517 -0.5600 4.4066
S 1.1638 -1.0524 4.4280
O 0.3478 -0.0028 3.7230
C 1.4374 -2.3570 3.2163
H 3.4951 -1.3606 4.5654
H 3.2765 -0.0167 4.9908
H 3.3665 -0.0724 3.5976
H 1.6906 -1.9216 2.1820
H 0.4925 -2.9691 3.2920
H 2.2062 -2.9895 3.3179
C -5.9502 1.7956 -2.0776
S -4.6363 0.9882 -1.3469
O -4.8284 1.0806 0.1168
C -5.1208 -0.7843 -1.7684
H -5.8675 2.8306 -2.1203
H -6.9055 1.5854 -1.4317
H -6.2163 1.4946 -3.1925
H -4.6378 -1.5309 -1.0753
H -4.7757 -1.0190 -2.7293
H -5.9543 -0.7031 -1.7377
C -0.8493 2.1044 -5.1292
S -1.8081 0.8339 -4.3808
O -1.9030 1.1134 -2.8961
C -3.3459 1.3679 -4.8913
H -1.1137 3.2474 -4.8925
H -0.7715 2.0284 -6.1888
H 0.0980 2.1405 -4.8884
H -4.1661 0.7216 -4.6471
H -3.2728 1.3805 -5.9458
H -3.5652 2.4465 -4.5150
C 7.5173 -0.3903 0.0894
S 6.5850 -0.7018 1.6011
O 5.2080 -0.1330 1.4798
C 6.5688 -2.5183 1.7311
H 8.6225 -0.4655 0.4086
H 7.4067 0.5781 -0.4927
H 7.3391 -1.1333 -0.6520
H 6.3075 -3.1439 0.7592
H 5.9853 -2.8210 2.5168
H 7.7336 -2.8939 1.7996
C 0.2098 -3.8319 -3.7929
S -0.2390 -2.3288 -3.0036
O 0.1837 -2.5459 -1.5231
C 1.0453 -1.3001 -3.5566
H 1.2883 -4.2520 -3.4592
H 0.1527 -3.8243 -4.8471
H -0.5285 -4.6938 -3.5355
H 0.8778 -0.2568 -3.1763
H 1.1817 -1.1598 -4.7500
H 1.9424 -1.7542 -3.0442
C -2.5175 -1.8684 5.5104
S -3.8653 -0.9716 4.7833
O -3.9255 0.2802 5.5889
C -3.0677 -0.6628 3.1417
H -1.6579 -1.2036 5.9090
H -1.9905 -2.7269 5.1363
H -3.1877 -2.3828 6.1653
H -3.8001 -0.3208 2.3417
H -2.5617 -1.5401 2.6112
H -2.4584 0.1877 3.2249



No. 6
75
Properties=species:S:1:pos:R:3 method="wB97M-V/def2-TZVPD" orbital_gap_ev=9.21 lumo_ev=-0.03 fmax_ha_per_bohr=0.0222 spin_multiplicity=1 e_homo_ev=-9.233 molar_mass_g_mol=382.579
C -4.8830 -2.9527 1.1665
C -3.4416 -3.1942 0.7587
C -2.4833 -2.9982 1.9279
O -3.3418 -4.5675 0.2676
H -5.0891 -3.4748 2.1046
H -5.5924 -3.2828 0.4104
H -5.0471 -1.8827 1.3104
H -3.1960 -2.5367 -0.0853
H -2.7699 -3.6878 2.7278
H -2.5561 -1.9992 2.3563
H -1.4426 -3.1837 1.6565
H -2.4983 -4.6558 -0.1879
C -0.1616 -4.4438 -1.5772
C 1.3356 -4.2805 -1.4701
C 2.0449 -4.4622 -2.8115
O 1.6137 -2.9422 -0.9690
H -0.6279 -4.1326 -0.6430
H -0.4478 -5.4907 -1.7269
H -0.5758 -3.9260 -2.4438
H 1.7663 -4.9887 -0.7541
H 3.1298 -4.4079 -2.6813
H 1.7740 -3.6726 -3.5114
H 1.8108 -5.4500 -3.2113
H 2.5418 -2.9165 -0.7185
C 4.5270 0.9336 2.2658
C 4.1223 1.8262 1.1153
C 5.3463 2.2565 0.2832
O 3.1777 1.0966 0.3098
H 5.0550 0.0502 1.8943
H 3.6371 0.5987 2.8032
H 5.1812 1.4137 2.9975
H 3.6427 2.7484 1.4345
H 5.2417 1.8883 -0.7444
H 6.2853 1.7872 0.6026
H 5.5222 3.3294 0.2413
H 3.5812 0.2855 -0.0136
C -1.0183 0.1364 -3.3585
C -2.3860 0.5043 -2.7809
C -3.5086 0.4115 -3.7692
O -2.6962 -0.4251 -1.7174
H -0.8147 -0.9296 -3.3505
H -0.2747 0.6442 -2.7490
H -0.8928 0.5250 -4.3734
H -2.3510 1.5074 -2.3409
H -4.4224 0.8986 -3.4227
H -3.7501 -0.6371 -3.9553
H -3.2573 0.8804 -4.7236
H -1.8810 -0.5937 -1.2228
C 0.0962 3.2367 4.5066
C -0.3348 2.6430 3.1955
C 0.5294 1.4894 2.6985
O -1.6972 2.1679 3.3481
H -0.6904 3.9068 4.8715
H 1.0189 3.8124 4.4321
H 0.1664 2.4874 5.3011
H -0.3523 3.4105 2.4049
H 0.0876 1.0597 1.7984
H 0.5788 0.7208 3.4705
H 1.5057 1.8577 2.3692
H -1.8775 1.8625 2.4427
C 0.7594 4.8719 -0.2487
C 0.8275 3.8591 -1.3770
O -0.0783 2.7991 -1.1117
H 1.1059 5.8392 -0.6232
H 1.3532 4.5651 0.6078
H -0.2725 5.0460 0.0632
H 1.8470 3.4600 -1.4426
H 0.6082 4.3217 -2.3454
H 0.2381 1.9886 -1.5210
O -2.1926 1.7222 0.6170
H -1.9759 2.5419 0.1564
H -2.0528 1.0350 -0.0470
O -0.0516 -0.6079 -0.4046
H 0.6901 -0.1729 0.0401
H 0.2344 -1.5308 -0.5229